Entry 1:
Below is one molecule with the formula C12H27O4P, with properties calculated with ωB97M-V with the def2-TZVPD basis set.

HOMO level = -0.3668 Ha
SMILES string = CC(C)C[C@@H](C)OP(=O)(O)O[C@H](C)CC(C)C
Lowest unoccupied orbital energy = 0.026 hartree
Energy relative to the best compared isomer or geometry (same formula, charge and spin) = 55.8 kJ/mol

```
! wB97M-V def2-TZVPD RIJCOSX def2/J DEFGRID3
* xyz 0 1
O -0.815 0.191 -3.200
O 1.427 0.744 -2.115
O -0.686 1.213 -0.812
O -0.049 -1.365 -1.437
C -2.727 2.162 -1.654
C 1.377 -2.639 -2.887
C -3.083 -0.393 1.999
C -1.782 1.441 3.260
C 2.205 -2.287 1.540
C 0.547 -4.053 1.874
C -2.571 1.642 0.787
C 0.861 -3.207 -0.522
C -2.108 1.221 -0.623
C 1.166 -2.056 -1.445
C -2.068 0.679 1.923
C 0.810 -2.833 1.022
P -0.064 0.192 -1.887
H 1.095 1.544 -2.538
H -3.879 2.068 -1.605
H -2.461 1.880 -2.652
H -2.551 3.255 -1.417
H 0.378 -2.906 -3.378
H 2.154 -3.447 -2.857
H 1.912 -2.036 -3.646
H -2.758 -1.201 2.607
H -4.021 -0.083 2.398
H -3.170 -0.952 1.002
H -1.532 0.761 4.059
H -2.703 1.957 3.726
H -0.974 2.119 3.097
H 2.932 -3.093 1.344
H 2.233 -2.213 2.630
H 2.663 -1.477 0.987
H 0.504 -3.857 2.941
H 1.399 -4.750 1.619
H -0.314 -4.462 1.494
H -2.241 2.749 1.006
H -3.664 1.729 0.807
H -0.097 -3.542 -0.812
H 1.574 -4.015 -0.668
H -2.452 0.099 -0.857
H 2.096 -1.521 -1.102
H -1.175 0.082 1.695
H -0.049 -1.999 1.103
*
```

---

Entry 2:
Below is a 3-piece molecular cluster, C12H27O6P2 overall, with properties calculated with ωB97M-V with the def2-TZVPD basis set.

HOMO level = -0.0918 Ha
Lowest unoccupied orbital energy = 0.094 hartree

```
! wB97M-V def2-TZVPD RIJCOSX def2/J DEFGRID3
* xyz -1 1
C 0.139 -2.897 -0.091
C 0.628 -2.127 -1.335
C 0.337 -0.621 -1.262
C 1.601 0.119 -1.708
P -1.098 0.022 -2.412
P -2.459 -1.761 -2.041
C -2.907 -2.269 -3.763
C -4.044 -1.068 -1.397
H -0.554 -2.252 0.435
H 0.972 -3.097 0.581
H -0.379 -3.818 -0.333
H 0.260 -2.572 -2.256
H 1.710 -2.250 -1.353
H 0.145 -0.326 -0.235
H 1.546 1.182 -1.479
H 1.677 0.031 -2.793
H 2.496 -0.287 -1.237
H -0.427 -0.669 -3.543
H -2.136 0.575 -3.311
H -1.758 0.697 -1.268
H -0.319 1.258 -2.647
H -1.995 -2.354 -4.345
H -3.392 -3.239 -3.780
H -3.548 -1.531 -4.243
H -4.691 -0.636 -2.161
H -3.834 -0.324 -0.635
H -4.603 -1.868 -0.922
C -0.042 0.135 4.667
C 0.800 -0.571 3.626
O 0.064 -0.342 2.423
C -0.693 0.770 2.599
O -1.281 1.336 1.740
O -0.674 1.162 3.903
H 0.545 0.572 5.472
H -0.811 -0.514 5.091
H 1.791 -0.124 3.519
H 0.904 -1.636 3.816
C 2.626 3.467 0.337
C 1.696 3.429 1.530
O 2.323 2.449 2.370
C 3.635 2.384 2.045
O 4.454 1.789 2.672
O 3.885 3.093 0.924
H 2.701 4.450 -0.121
H 2.360 2.733 -0.423
H 1.663 4.378 2.069
H 0.685 3.121 1.276
*
```

---

Entry 3:
Below is a 4-piece molecular cluster, C12H27O7P overall, with properties calculated with ωB97M-V with the def2-TZVPD basis set.

HOMO level = -0.3382 Ha
SMILES string = COP(=O)(OC)OC.CC(C)=O.CC(C)=O.CC(C)=O
Lowest unoccupied orbital energy = 0.025 hartree
Energy relative to the best compared isomer or geometry (same formula, charge and spin) = 108.6 kJ/mol

```
! wB97M-V def2-TZVPD RIJCOSX def2/J DEFGRID3
* xyz 0 1
C -0.370 -4.542 -1.925
C 1.143 -4.288 -1.978
O 1.754 -3.373 -1.442
C 1.994 -5.330 -2.661
H -0.819 -3.841 -1.250
H -0.671 -5.339 -1.685
H -0.593 -4.373 -2.866
H 1.459 -5.954 -3.348
H 2.339 -5.913 -1.743
H 2.694 -4.867 -3.266
C 1.509 -2.441 1.826
C 1.645 -0.902 1.786
O 2.698 -0.403 1.516
C 0.322 -0.109 2.007
H 1.214 -2.887 2.992
H 2.391 -2.904 1.961
H 0.921 -2.821 1.084
H 0.604 0.976 1.806
H -0.065 -0.361 2.897
H -0.322 -0.148 1.219
C -1.269 3.248 3.433
C -2.411 3.105 4.533
O -3.264 2.260 4.478
C -2.485 4.179 5.623
H -1.649 2.852 2.508
H -0.496 2.442 3.399
H -0.982 4.344 3.134
H -2.236 5.168 5.086
H -1.931 3.924 6.359
H -3.727 4.255 5.775
C -1.083 -0.999 -2.487
O -0.682 0.111 -3.035
P -0.331 1.513 -2.096
O -1.001 1.324 -0.756
O 1.239 1.353 -1.921
C 1.983 2.126 -1.081
O -0.698 2.897 -2.861
C -0.395 3.049 -4.267
H -0.598 -1.297 -1.691
H -1.094 -1.784 -3.155
H -2.053 -0.851 -1.920
H 2.070 3.135 -1.356
H 3.065 1.775 -0.909
H 1.383 2.174 -0.156
H -0.035 4.109 -4.148
H -1.332 2.996 -4.711
H 0.166 2.411 -4.710
*
```